No. 1
An isolated molecule of C4H6S2, computed with the ωB97M-V functional and the def2-TZVPD basis.

Results
- SMILES string: CCSC#CS
- Charge: 0
- HOMO-LUMO gap: 8.71 eV
- Highest occupied orbital energy: -8.2 eV

CARTESIAN COORDINATES (ANGSTROEM)
S: -0.0118 0.1752 1.9509
S: 3.8412 -0.2795 -0.5660
C: -1.4141 0.1175 -0.7332
C: 1.2620 -0.0565 0.9328
C: -1.4637 -0.1740 0.7395
C: 2.4721 -0.1597 0.4327
H: -2.4808 0.2552 1.1012
H: -1.4892 -1.3075 0.8233
H: 3.6358 0.7775 -1.3554
H: -2.4458 -0.1443 -1.1804
H: -1.2659 1.1415 -0.9313
H: -0.6398 -0.3455 -1.2141

Per-atom natural (NBO) charges, elementary charge units: 0.340 0.124 -0.616 -0.305 -0.492 -0.262 0.230 0.212 0.128 0.219 0.208 0.216

No. 2
C19H27N2OPt as an isolated structure, computed with the ωB97M-V functional and the def2-TZVPD basis.

Results
- Multiplicity: 5
- Charge: +3
- HOMO-LUMO gap (alpha / beta): 7.79 / 5.84 eV
- Highest occupied orbital energy (alpha / beta): -16.9 / -19.6 eV

CARTESIAN COORDINATES (ANGSTROEM)
Pt: 1.3523 -0.4871 1.4422
O: 0.2634 0.4890 -0.0116
N: -0.7431 2.2513 -0.6972
N: -3.4628 0.8937 -0.4168
C: 3.4566 -3.3782 -1.4786
C: 0.0030 1.6810 0.2248
C: 1.1779 -2.1591 4.6909
C: 2.9274 -2.0688 0.6573
C: 2.8627 -1.2690 3.0354
C: -3.3973 3.2980 -2.9111
C: 3.5154 -0.7304 -1.3618
C: 1.6193 -2.0411 3.3075
C: -5.3729 1.8103 -2.2956
C: -4.8177 0.9279 -0.2273
C: -1.4443 1.3703 -1.6739
C: -3.0205 1.3758 -1.5741
C: 1.6277 -2.6673 0.8346
C: -3.8564 1.9118 -2.5656
C: 3.6998 -2.0708 -0.5965
C: 0.9732 -2.6201 2.1658
C: 3.4565 -1.3643 1.8060
C: 0.6298 2.5025 1.2382
C: -5.7215 1.6217 -1.0588
H: 4.3619 -3.5587 -2.0283
H: -5.0350 0.3022 0.5992
H: -1.2525 0.3085 -1.5828
H: -1.1244 1.7291 -2.7246
H: 2.5183 -0.3695 -1.0902
H: -3.3766 3.3382 -3.9803
H: 4.3896 -0.8693 1.6154
H: 1.1842 -3.2130 -0.0181
H: 0.1667 2.4947 2.2426
H: -3.8804 1.4871 -3.4940
H: 1.2900 -1.3150 5.3827
H: 2.5730 -3.1889 -2.1989
H: 0.1257 -2.3829 4.6735
H: 1.7186 -3.0047 5.2110
H: 0.0123 -3.0719 2.2371
H: -4.2553 3.8039 -2.3756
H: 3.3028 -0.6349 3.7473
H: 3.5561 -0.9166 -2.3981
H: 0.6761 3.5414 1.0844
H: 1.7036 2.2138 1.4695
H: 4.7114 -1.9639 -0.2306
H: -6.1658 1.9426 -3.1362
H: -6.8172 1.7767 -0.8979
H: -1.1533 3.1174 -0.4457
H: 3.2773 -4.2602 -0.8334
H: -2.5031 3.4278 -2.3768
H: 4.2675 -0.0109 -0.9852

Per-atom natural (NBO) charges, elementary charge units: 1.021 -0.685 -0.516 -0.375 -0.606 0.706 -0.696 0.092 -0.247 -0.553 -0.572 0.102 0.056 -0.010 -0.302 0.387 -0.222 -0.401 -0.295 -0.230 -0.149 -0.769 0.038 0.263 0.251 0.281 0.253 0.179 0.263 0.264 0.294 0.296 0.284 0.280 0.223 0.253 0.309 0.280 0.229 0.281 0.253 0.293 0.265 0.243 0.301 0.301 0.425 0.227 0.206 0.232

No. 3
A 2-piece molecular cluster, C5H11NP overall, computed with the ωB97M-V functional and the def2-TZVPD basis.

Results
- Charge: +1
- HOMO-LUMO gap: 7.87 eV
- Highest occupied orbital energy: -13.5 eV

CARTESIAN COORDINATES (ANGSTROEM)
P: -3.2191 0.9339 0.1589
N: -0.8886 -2.0381 0.3335
C: 0.3669 -0.4244 -0.8567
C: 3.4599 0.8742 0.3644
C: -0.8854 -1.1013 -0.6354
C: 2.5032 0.5793 -0.5038
C: 1.4366 -0.3334 -0.0419
H: -0.2034 -2.0310 1.0998
H: 3.1546 0.7402 1.3952
H: -3.7119 1.3545 1.4990
H: -4.6192 0.9284 -0.1392
H: -1.5413 -2.7516 0.6672
H: -2.7390 2.2837 0.1183
H: 1.3896 -0.5520 0.9797
H: 0.3429 0.2234 -1.7311
H: -1.6879 -0.8940 -1.3102
H: 4.1784 1.6649 0.1715
H: 2.6637 0.5433 -1.5692

Per-atom natural (NBO) charges, elementary charge units: -0.105 -0.678 -0.350 -0.238 0.278 -0.255 -0.010 0.411 0.192 0.054 0.051 0.443 0.040 0.203 0.244 0.258 0.232 0.229

No. 4
An isolated molecule of C2H5NO2S3, computed with the ωB97M-V functional and the def2-TZVPD basis.

Results
- SMILES string: C=CS(=O)(=O)NSS
- Charge: 0
- HOMO-LUMO gap: 9.59 eV
- Highest occupied orbital energy: -9.4 eV

CARTESIAN COORDINATES (ANGSTROEM)
S: 0.8890 0.4459 -0.0561
S: -2.4524 1.4589 -0.5926
S: -1.0998 2.4843 0.5606
O: 2.0889 0.1897 0.6624
O: 0.8287 1.4264 -1.1293
N: -0.1785 0.9704 1.0634
C: 0.8340 -2.1342 -0.2948
C: 0.3015 -1.0294 -0.7613
H: 0.3024 1.1827 1.9492
H: 0.5334 -2.9757 -0.8271
H: 1.5554 -2.3798 0.4866
H: -3.2059 1.3445 0.4786
H: -0.3967 -0.9837 -1.5394

Per-atom natural (NBO) charges, elementary charge units: 2.281 -0.093 0.291 -0.941 -0.947 -1.027 -0.287 -0.503 0.420 0.193 0.236 0.131 0.246

No. 5
C4H6O2Yb as an isolated structure, computed with the ωB97M-V functional and the def2-TZVPD basis.

Results
- Multiplicity: 2
- Charge: +1
- HOMO-LUMO gap (alpha / beta): 7.81 / 7.03 eV
- Highest occupied orbital energy (alpha / beta): -12.5 / -12.7 eV

CARTESIAN COORDINATES (ANGSTROEM)
Yb: 0.3838 2.0777 0.0617
O: 2.0405 1.0738 0.4783
O: -2.9175 0.6700 0.0991
C: 1.9534 -0.3165 0.2604
C: -0.6304 -0.1489 0.2922
C: 0.5580 -0.7443 -0.1727
C: -1.6679 0.4074 -0.4694
H: 2.6920 -0.6178 -0.5074
H: 2.1920 -0.8347 1.2112
H: -0.0821 -0.7032 1.3144
H: 0.5478 -0.9200 -1.2639
H: -3.3899 -0.1539 0.2517
H: -1.6798 0.2104 -1.5555

Per-atom natural (NBO) charges, elementary charge units: 1.757 -0.977 -0.700 -0.129 -0.476 -0.152 0.010 0.211 0.192 0.357 0.189 0.505 0.213

No. 6
A 6-piece molecular cluster, C5H22N2O6 overall, computed with the ωB97M-V functional and the def2-TZVPD basis.

Results
- SMILES string: C[C@H](CCN)NC=O.O.O.O.O.O
- Charge: 0
- HOMO-LUMO gap: 10.05 eV
- Highest occupied orbital energy: -9.5 eV

CARTESIAN COORDINATES (ANGSTROEM)
O: 4.5368 0.8291 -0.9543
O: -1.8638 -0.1163 3.2114
O: -1.2238 2.4668 2.0581
O: 1.0919 0.9884 1.9002
O: -2.7250 0.7838 -0.5991
O: -4.2937 1.7725 1.5141
N: 0.3966 0.2089 -0.1078
N: 2.0654 -2.4755 0.1705
C: 0.3498 -1.8290 -1.5225
C: 1.5947 -2.6658 -1.1910
C: 0.6513 -0.3323 -1.4631
C: 1.3363 0.5718 0.7632
C: -0.2547 0.4500 -2.4242
H: -1.2565 3.2553 2.6085
H: -0.1032 1.5033 -2.2101
H: 1.4226 -1.8909 0.6782
H: -0.4494 1.9226 2.2840
H: -3.8647 2.1916 2.2718
H: -3.4966 1.1122 -1.0666
H: 1.5301 -3.7058 -1.4989
H: -1.8249 0.7728 2.8325
H: -4.5097 0.9082 1.8855
H: 0.0805 -2.0850 -2.5493
H: -0.4766 -2.0922 -0.8583
H: -1.2650 0.1645 -2.1604
H: -1.0821 -0.5155 2.8083
H: -0.5654 0.4922 0.0604
H: 1.7054 -0.1151 -1.6249
H: 4.9242 1.0394 -0.0994
H: 2.3998 0.5310 0.5221
H: 3.6847 0.4220 -0.8016
H: -2.9065 0.8994 0.3438
H: -0.0633 0.2201 -3.4703
H: 2.3369 -2.3008 -1.9179
H: 2.1178 -3.3816 0.6072

Per-atom natural (NBO) charges, elementary charge units: -0.933 -0.960 -0.996 -0.684 -0.987 -0.945 -0.619 -0.848 -0.424 -0.212 -0.034 0.532 -0.620 0.481 0.218 0.356 0.507 0.480 0.483 0.191 0.476 0.476 0.216 0.213 0.238 0.468 0.431 0.188 0.474 0.125 0.461 0.501 0.214 0.164 0.368

Energy above the lowest of the compared OMol25 structures with the same formula, charge and spin (computed, kJ/mol): 254.0; 368.1; 220.4; 3.5; 189.1; 170.9
Maximum force (computed, eV Å⁻¹): 7.854; 6.737; 3.841; 3.211; 5.085; 1.685